The following is a quantum chemistry calculation of a 7-piece molecular cluster, C27H58F3N8O8PS2 overall at a distorted geometry, from the Open Molecules 2025 dataset.

## Properties
Lowest unoccupied orbital energy in eV: 0.25
DFT total energy in eV: -96352.020
E_HOMO in eV: -8.882
SMILES: CC(C)C[C@@]1(C(F)(F)F)[C@@](S)([PH2]=O)C(=O)N[C@@]1(N)S.CNC(C)=O.CNC(C)=O.CNC(C)=O.CNC(C)=O.CNC(C)=O.CNC(C)=O
Multiplicity: 1
Largest force on an atom in Eh/bohr: 0.0931

Structure (XYZ):
```
107
C27H58F3N8O8PS2 ωB97M-V with the def2-TZVPD basis set
C 1.549 -0.161 7.524
C 1.923 -1.058 6.240
C 3.067 -0.219 5.433
C 0.736 -1.266 5.187
C -0.583 -1.990 5.746
C -0.201 -3.246 6.660
F 0.916 -3.983 6.164
F -1.292 -4.160 6.777
F 0.148 -2.901 7.993
C -1.823 -1.059 6.203
S -2.584 -1.310 7.882
P -1.686 0.826 6.042
O -1.999 1.363 4.615
C -3.098 -1.379 5.222
O -4.130 -0.708 5.045
N -2.747 -2.671 4.603
C -1.263 -2.540 4.362
N -0.872 -3.876 3.845
S -1.214 -1.459 2.851
H 1.658 0.963 7.354
H 2.160 -0.527 8.424
H 0.429 -0.337 7.754
H 2.441 -2.020 6.574
H 3.124 -0.520 4.332
H 4.083 -0.248 5.977
H 2.710 0.881 5.449
H 1.151 -1.953 4.357
H 0.541 -0.248 4.703
H -3.915 -0.883 7.744
H -2.658 1.375 6.969
H -0.423 1.372 6.427
H -3.049 -3.515 5.107
H 0.144 -4.007 3.787
H -1.346 -4.650 4.323
H -0.153 -2.005 2.107
C 2.283 -0.590 -0.974
N 2.138 -0.604 0.470
C 3.105 -0.526 1.419
C 4.535 -0.409 0.965
O 2.794 -0.552 2.608
H 1.715 0.258 -1.363
H 1.862 -1.511 -1.367
H 3.321 -0.504 -1.284
H 1.208 -0.681 0.857
H 5.188 -0.356 1.837
H 4.816 -1.284 0.376
H 4.669 0.502 0.378
C 1.497 -2.138 -6.870
N 1.350 -2.162 -5.429
C 2.322 -2.087 -4.483
C 3.748 -1.962 -4.943
O 2.022 -2.121 -3.293
H 0.927 -1.291 -7.256
H 1.078 -3.064 -7.270
H 2.536 -2.047 -7.178
H 0.420 -2.244 -5.043
H 4.406 -1.912 -4.075
H 4.028 -2.833 -5.539
H 3.875 -1.046 -5.526
C -1.064 1.516 -3.248
N 0.306 1.272 -3.662
C 1.197 2.155 -4.186
C 0.747 3.579 -4.379
O 2.327 1.783 -4.485
H -1.153 1.262 -2.193
H -1.717 0.860 -3.829
H -1.364 2.550 -3.398
H 0.680 0.337 -3.562
H 1.565 4.161 -4.804
H -0.098 3.615 -5.069
H 0.471 4.019 -3.419
C -4.249 3.655 1.594
N -4.030 3.095 0.277
C -3.155 2.124 -0.086
C -2.282 1.525 0.981
O -3.093 1.758 -1.259
H -5.295 3.491 1.863
H -4.057 4.729 1.545
H -3.606 3.204 2.347
H -4.580 3.447 -0.493
H -1.639 0.765 0.537
H -1.650 2.297 1.425
H -2.898 1.052 1.748
C 7.118 2.185 -7.419
N 6.060 1.212 -7.584
C 4.716 1.400 -7.466
C 4.224 2.780 -7.123
O 3.950 0.462 -7.639
H 7.684 2.238 -8.352
H 7.779 1.840 -6.620
H 6.735 3.172 -7.171
H 6.313 0.261 -7.815
H 3.136 2.771 -7.064
H 4.620 3.089 -6.153
H 4.524 3.489 -7.898
C -6.418 -0.972 -2.264
N -6.299 0.148 -1.356
C -7.132 0.499 -0.338
C -8.344 -0.359 -0.090
O -6.883 1.486 0.341
H -5.524 -1.591 -2.162
H -6.467 -0.582 -3.283
H -7.301 -1.574 -2.063
H -5.507 0.771 -1.461
H -8.908 0.047 0.751
H -8.990 -0.361 -0.970
H -8.039 -1.378 0.159
```


The following is a quantum chemistry calculation of a 2-piece molecular cluster, C6H11N4 overall at a distorted geometry, from the Open Molecules 2025 dataset.

## Properties
Lowest unoccupied orbital energy (spin up / spin down) in eV: -2.97 / -7.27
DFT total energy in eV: -12349.734
E_HOMO (spin up / spin down) in eV: -11.185 / -13.463
Multiplicity: 3
Largest force on an atom in Eh/bohr: 0.0827
Net charge: +1

Structure (XYZ):
```
21
C6H11N4 ωB97M-V with the def2-TZVPD basis set
C 1.545 -0.162 -0.327
C 2.847 -0.131 -0.044
C 1.087 1.161 -0.094
C -3.677 0.495 -0.124
C -2.650 1.357 0.036
C -1.363 0.891 -0.277
N 3.249 1.135 0.027
N 2.213 1.922 0.056
N -0.197 1.698 -0.076
N 0.706 -3.406 0.116
H 0.854 -0.991 -0.412
H 3.513 -0.960 -0.181
H -4.616 0.783 0.212
H -3.426 -0.550 -0.417
H -2.502 2.292 0.632
H -1.260 -0.059 -0.683
H 2.371 2.837 0.299
H -0.264 2.577 0.384
H -0.058 -3.696 -0.373
H 0.256 -3.067 0.921
H 1.372 -4.128 0.324
```


The following is a quantum chemistry calculation of C20H21ClN5O2Se2W as an isolated structure at a distorted geometry, from the Open Molecules 2025 dataset.

## Properties
Lowest unoccupied orbital energy in eV: -11.54
DFT total energy in eV: -177640.009
E_HOMO in eV: -16.484
Multiplicity: 1
Largest force on an atom in Eh/bohr: 0.0211
Net charge: +3

Structure (XYZ):
```
52
C20H21ClN5O2Se2W ωB97M-V with the def2-TZVPD basis set
W 0.905 0.191 -0.187
Cl 3.976 -4.546 -4.856
C 3.004 -3.503 -3.913
C 1.603 -3.630 -3.960
C 0.765 -2.819 -3.220
C 1.306 -1.848 -2.388
O 0.495 -1.054 -1.682
C 2.723 -1.687 -2.343
C 3.343 -0.650 -1.646
O 2.742 0.246 -0.947
C 3.559 -2.534 -3.125
H 1.175 -4.386 -4.607
H -0.308 -2.931 -3.297
H 4.422 -0.515 -1.705
H 4.632 -2.400 -3.094
Se 0.166 1.860 -1.971
N 0.870 1.655 0.811
C 0.853 2.987 1.048
C 1.203 3.524 2.273
C 1.197 4.908 2.437
C 0.831 5.797 1.410
C 0.470 5.299 0.194
C 0.474 3.874 -0.049
N 0.149 3.525 -1.263
H 1.500 2.876 3.085
H 1.486 5.316 3.398
H 0.846 6.862 1.594
H 0.187 5.931 -0.638
Se 3.460 -2.705 2.581
C 2.346 -1.878 1.625
N 1.544 -1.278 0.936
C -3.662 0.137 0.695
C -2.273 0.558 0.174
N -1.217 -0.413 0.596
C -1.608 -1.771 0.107
C -2.951 -2.216 0.719
N -3.492 -1.086 1.543
C -2.564 -0.790 2.679
C -1.180 -0.449 2.093
H -4.348 -0.116 -0.111
H -4.120 0.903 1.317
H -1.996 1.542 0.550
H -2.280 0.600 -0.913
H -0.814 -2.465 0.377
H -1.668 -1.732 -0.976
H -2.847 -3.076 1.377
H -3.692 -2.447 -0.043
H -4.402 -1.359 1.919
H -2.531 -1.672 3.317
H -2.995 0.034 3.245
H -0.443 -1.192 2.388
H -0.841 0.522 2.448
```


The following is a quantum chemistry calculation of a 2-piece molecular cluster, C7H13B overall at a distorted geometry, from the Open Molecules 2025 dataset.

## Properties
Lowest unoccupied orbital energy in eV: 0.12
DFT total energy in eV: -8142.068
E_HOMO in eV: -7.906
Multiplicity: 1
Largest force on an atom in Eh/bohr: 0.0934

Structure (XYZ):
```
21
C7H13B ωB97M-V with the def2-TZVPD basis set
B 0.943 0.061 -0.067
C 2.189 -2.023 -0.220
C 3.003 1.305 0.795
C 1.158 -1.396 0.291
C 2.018 1.187 -0.140
C -3.466 0.204 -0.136
C -1.068 0.688 -0.694
C -1.982 -0.261 0.063
H 2.285 -3.126 -0.062
H 2.978 -1.309 -0.638
H 3.773 2.019 0.678
H 2.900 0.631 1.696
H 0.350 -1.721 0.998
H 1.927 2.076 -0.759
H -3.572 1.154 0.311
H -4.018 -0.624 0.377
H -3.757 0.239 -1.176
H -1.061 0.557 -1.778
H -0.951 1.722 -0.298
H -1.745 -0.165 1.118
H -1.903 -1.216 -0.359
```


The following is a quantum chemistry calculation of a 3-piece molecular cluster, C4H16N2O2 overall at a distorted geometry, from the Open Molecules 2025 dataset.

## Properties
Lowest unoccupied orbital energy (spin up / spin down) in eV: 3.61 / 3.49
DFT total energy in eV: -11480.927
E_HOMO (spin up / spin down) in eV: 0.874 / -4.961
Multiplicity: 2
Largest force on an atom in Eh/bohr: 0.0277
Net charge: -1

Structure (XYZ):
```
24
C4H16N2O2 ωB97M-V with the def2-TZVPD basis set
C -1.926 -0.558 1.037
C -1.416 0.875 1.344
C -0.764 1.546 0.114
C 1.623 1.419 -0.798
N 0.364 0.824 -0.418
N -0.938 -1.619 1.298
H -2.854 -0.780 1.560
H -2.211 -0.785 -0.019
H -0.670 0.735 2.131
H -2.251 1.439 1.743
H -1.619 1.587 -0.600
H -0.435 2.567 0.343
H 2.344 0.558 -0.839
H 1.946 2.117 -0.018
H 1.735 1.855 -1.796
H 0.063 0.174 -1.148
H -0.370 -1.789 0.468
H -0.408 -1.384 2.127
H 0.391 -2.282 -2.196
H 0.007 -1.202 -3.214
O 0.649 -1.390 -2.502
H 1.874 -0.604 0.550
H 2.491 -2.004 0.738
O 2.372 -1.301 0.097
```


The following is a quantum chemistry calculation of C2H4N4 as an isolated structure, from the Open Molecules 2025 dataset.

## Properties
Lowest unoccupied orbital energy in eV: 0.93
DFT total energy in eV: -8096.342
E_HOMO in eV: -9.288
Multiplicity: 1
Largest force on an atom in Eh/bohr: 0.0072

Structure (XYZ):
```
10
C2H4N4 ωB97M-V with the def2-TZVPD basis set
N 1.766 0.085 0.230
C 0.407 -0.097 0.080
C -0.566 0.803 -0.348
N -1.733 0.146 -0.382
N -1.462 -1.148 0.099
N -0.189 -1.251 0.407
H 2.196 0.714 -0.430
H 2.278 -0.780 0.327
H -0.482 1.840 -0.638
H -2.216 -0.312 0.656
```


The following is a quantum chemistry calculation of C25H59F3N2O19P3SV as an isolated structure at a distorted geometry, from the Open Molecules 2025 dataset.

## Properties
Lowest unoccupied orbital energy in eV: 0.38
DFT total energy in eV: -141316.850
E_HOMO in eV: -9.339
Multiplicity: 1
Largest force on an atom in Eh/bohr: 0.0596

Structure (XYZ):
```
113
C25H59F3N2O19P3SV ωB97M-V with the def2-TZVPD basis set
O -0.851 -0.633 0.981
V -0.133 -0.829 -0.420
O 0.365 0.641 -0.791
C -1.225 -5.540 -0.101
F -1.485 -6.682 -0.733
F -2.267 -5.154 0.736
F -0.130 -5.685 0.682
S -0.854 -4.222 -1.330
O -0.667 -3.025 -0.573
O 0.292 -4.734 -1.987
O -2.032 -4.277 -2.144
C 0.359 -2.235 -3.784
O 0.645 -1.453 -2.918
N -0.398 -1.957 -4.910
C -0.276 -2.830 -6.038
C -0.716 -0.555 -5.317
H 0.757 -3.218 -3.760
H -1.206 -2.770 -6.592
H -0.148 -3.843 -5.569
H 0.515 -2.596 -6.765
H 0.042 -0.091 -5.980
H -1.626 -0.466 -5.865
H -0.761 0.034 -4.426
C 2.664 -0.933 -0.733
O 1.697 -1.513 -0.187
N 3.898 -1.482 -0.627
C 5.085 -0.855 -1.145
C 4.106 -2.774 0.008
H 2.512 -0.005 -1.284
H 4.862 0.191 -1.391
H 5.461 -1.359 -2.102
H 5.921 -0.939 -0.426
H 4.271 -2.635 1.068
H 3.213 -3.422 -0.152
H 4.930 -3.330 -0.403
C -3.409 2.850 6.093
C -3.173 3.068 4.655
O -1.849 2.466 4.208
P -1.912 1.340 3.088
O -3.156 0.600 2.992
O -1.468 2.054 1.770
C -0.257 2.798 1.753
C -0.573 4.072 0.887
O -0.616 0.520 3.557
C -0.788 -0.891 3.946
C 0.473 -1.622 3.519
H -3.537 1.769 6.335
H -2.620 3.279 6.771
H -4.306 3.376 6.401
H -4.003 2.551 4.110
H -3.083 4.116 4.435
H 0.024 2.941 2.781
H 0.466 2.192 1.223
H -1.324 4.856 1.250
H 0.349 4.652 0.757
H -1.005 3.664 -0.057
H -0.910 -0.861 5.058
H -1.642 -1.364 3.437
H 0.686 -1.324 2.545
H 1.304 -1.244 4.161
H 0.375 -2.708 3.611
C 2.171 2.637 -3.114
C 2.371 2.913 -1.662
O 3.678 2.269 -1.229
P 4.162 2.555 0.252
O 4.007 3.949 0.690
O 3.425 1.418 1.010
C 3.692 1.223 2.432
C 2.686 1.833 3.426
O 5.668 2.045 0.209
C 6.652 3.000 -0.171
C 7.059 3.952 0.928
H 1.590 1.699 -3.268
H 1.532 3.438 -3.443
H 3.134 2.641 -3.667
H 2.495 3.969 -1.410
H 1.649 2.324 -1.016
H 3.714 0.103 2.570
H 4.669 1.643 2.691
H 2.333 2.810 3.085
H 1.750 1.265 3.468
H 3.243 2.027 4.318
H 7.520 2.509 -0.597
H 6.169 3.563 -0.924
H 6.218 4.474 1.380
H 7.438 3.441 1.769
H 7.844 4.649 0.567
C -4.506 -3.000 1.609
C -3.502 -2.235 0.766
O -3.790 -2.207 -0.706
P -3.314 -1.052 -1.621
O -1.809 -0.836 -1.641
O -3.735 -1.454 -3.074
C -5.059 -2.023 -3.239
C -4.946 -3.516 -3.336
O -4.148 0.239 -1.234
C -3.394 1.403 -0.652
C -4.326 2.300 0.109
H -5.559 -2.712 1.499
H -4.390 -4.083 1.381
H -4.131 -2.837 2.612
H -3.322 -1.267 1.199
H -2.610 -2.848 0.796
H -5.662 -1.705 -2.373
H -5.504 -1.596 -4.143
H -5.911 -3.964 -3.599
H -4.292 -3.821 -4.093
H -4.755 -4.027 -2.375
H -2.601 1.087 0.018
H -2.954 1.962 -1.464
H -3.666 3.048 0.512
H -4.968 2.868 -0.547
H -4.883 1.949 0.993
```


The following is a quantum chemistry calculation of C7H6S in the gas phase, from the Open Molecules 2025 dataset.

## Properties
Lowest unoccupied orbital energy in eV: -0.90
DFT total energy in eV: -18187.866
E_HOMO in eV: -8.617
SMILES: C#C/C=C\C=C/C=S
Multiplicity: 1
Largest force on an atom in Eh/bohr: 0.0191

Structure (XYZ):
```
14
C7H6S ωB97M-V with the def2-TZVPD basis set
C 0.328 2.466 0.531
C 0.886 1.510 0.054
C 1.566 0.394 -0.562
C 1.266 -0.903 -0.379
C 0.191 -1.457 0.450
C -1.108 -1.082 0.491
C -1.719 -0.109 -0.390
S -3.248 0.431 -0.236
H -0.179 3.306 0.978
H 2.419 0.643 -1.225
H 1.934 -1.634 -0.836
H 0.514 -2.274 1.131
H -1.784 -1.581 1.197
H -1.067 0.291 -1.205
```